51
Properties=species:S:1:pos:R:3:forces:R:3:lowdin_charge:R:1 method="wB97M-V/def2-TZVPD" e_lumo_ha="-0.05444 / -0.05442" gap_ev="6.6581 / 6.6591" e_homo_ev="-8.140 / -8.140" relative_energy_kj_mol=0.0 spin_multiplicity=1
Pd 0.07715 -0.15505 0.50484 0.2 -0.9 0.8 1.0267
S 0.80125 -1.90829 -0.77612 0.0 0.0 -0.2 0.7692
S 1.35294 4.15286 0.29955 0.0 0.0 0.0 1.0677
O -1.80891 -0.68145 0.01943 -0.1 0.3 -0.1 -0.1908
O -3.67530 -1.05813 -1.05579 0.0 0.0 0.0 0.0696
N 1.96766 -0.80940 2.71079 0.0 0.0 0.0 -0.0422
N 1.86536 -0.52635 1.40141 0.0 0.2 0.0 -0.1564
N -0.22661 1.15355 -1.75368 -0.1 0.1 -0.2 0.0920
N -0.88886 0.28859 2.25784 0.1 0.3 0.0 -0.0798
N -0.37673 0.11976 3.48396 0.0 -0.1 0.0 -0.0653
C 0.21103 2.39931 -1.55770 0.0 0.0 0.0 -0.2917
C -2.40469 0.99304 3.70812 0.0 0.0 0.0 -0.0328
C -0.72780 0.84045 -2.94604 0.1 0.1 0.0 -0.0917
C -1.28557 0.52989 4.37703 0.0 0.0 0.0 -0.0729
C -0.42410 -2.47343 -1.90594 0.0 0.1 -0.1 -0.5743
C -2.48049 -1.25630 -0.93788 0.0 0.0 0.0 -0.5824
C 1.64800 3.56673 1.87398 0.0 0.0 0.0 -0.3903
C -1.79279 -2.20145 -1.88723 0.0 0.0 0.0 -0.1777
C -2.10290 0.82729 2.36244 0.0 0.0 0.0 -0.1044
C 0.17115 3.37419 -2.54955 0.0 0.0 0.0 -0.0278
C 0.74729 1.73957 0.82034 -0.1 0.2 -0.3 -0.2084
C 0.71599 2.63431 -0.21133 0.0 0.0 0.0 -0.4729
C 1.28258 2.26807 2.02574 0.0 0.0 0.0 -0.1751
C 0.08944 -3.33046 -2.88702 0.0 0.0 0.0 -0.1349
C -2.10574 -3.66953 -3.79175 0.0 0.0 0.0 -0.0739
C -0.81253 1.74727 -3.99038 0.0 0.0 0.0 -0.0428
C 3.05287 -0.71988 0.82549 0.0 0.0 0.0 -0.1837
C 3.22321 -1.20287 2.95328 0.0 0.1 0.0 -0.0735
C -0.74104 -3.93066 -3.81237 0.0 0.0 0.0 -0.0814
C 3.95650 -1.15907 1.78162 0.0 0.0 0.0 -0.0338
C -0.35157 3.03717 -3.78395 0.0 0.0 0.0 -0.0554
C -2.61325 -2.80561 -2.84170 0.0 0.0 0.0 -0.0200
B 0.98809 -0.51391 3.91404 0.0 0.0 0.0 -0.3918
H 1.40161 1.73415 2.95360 0.0 0.0 0.0 0.0780
H 2.08328 4.21305 2.61876 0.0 0.0 0.0 0.0739
H -0.32020 -4.59522 -4.55611 0.0 0.0 0.0 0.1044
H 4.99233 -1.40937 1.64093 0.0 0.0 0.0 0.0996
H -1.07655 0.44545 5.43028 0.0 0.0 0.0 0.1289
H 1.15551 -3.51982 -2.90988 0.0 0.0 0.0 0.0943
H -3.31246 1.38097 4.13360 0.0 0.0 0.0 0.0980
H -3.66659 -2.56474 -2.80538 0.0 0.0 0.0 0.1188
H -2.76415 -4.12995 -4.51623 0.0 0.0 0.0 0.1025
H -1.23342 1.44202 -4.93783 0.0 0.0 0.0 0.1079
H -2.68484 1.01478 1.47665 0.0 0.0 0.0 0.1177
H -1.06918 -0.17717 -3.07414 0.0 0.0 0.0 0.1023
H 0.79746 -1.54243 4.50751 0.0 0.0 0.0 0.0724
H 3.51493 -1.46006 3.95752 0.0 0.0 0.0 0.1301
H 0.53573 4.37340 -2.35147 0.0 0.0 0.0 0.0957
H 3.17562 -0.55948 -0.23182 0.0 0.0 0.0 0.0948
H 1.53989 0.31032 4.60764 0.0 0.0 0.0 0.0727
H -0.40058 3.77387 -4.57508 0.0 0.0 0.0 0.1110